11
Properties=species:S:1:pos:R:3:lowdin_charge:R:1 method="wB97M-V/def2-TZVPD" smiles="O=C[C@@]1(O)CC1=O" e_lumo_ha=0.0191 total_charge=0
C -0.52 -0.34 -1.14 0.0186
H 0.13 -1.05 -1.65 0.1367
O -0.22 1.77 0.17 0.0345
H 1.80 0.45 1.36 0.1335
H 0.17 2.13 0.97 0.1038
H -1.16 0.25 -1.78 0.1422
C 1.25 -0.18 0.64 -0.2278
O -1.90 -1.28 0.80 0.2054
C -1.14 -0.78 0.07 -0.2114
O 1.50 -1.38 0.51 0.0235
C 0.09 0.42 0.04 -0.3590

***

11
Properties=species:S:1:pos:R:3:lowdin_charge:R:1 method="wB97M-V/def2-TZVPD" e_lumo_ha=-0.0108 total_charge=0
H -2.01 0.13 1.32 0.0936
C -1.32 -0.28 0.58 -0.0061
O 0.50 0.87 1.70 0.1254
H 1.46 1.54 -0.86 0.1517
O 0.11 0.47 -2.04 -0.0017
C 0.92 0.61 -1.12 -0.3316
C 1.42 -0.55 -0.41 -0.1200
C 0.04 0.29 0.78 -0.3169
H -1.66 -0.07 -0.44 0.0834
H -1.26 -1.37 0.70 0.1020
O 1.80 -1.63 -0.21 0.2203

***

12
Properties=species:S:1:pos:R:3:lowdin_charge:R:1 method="wB97M-V/def2-TZVPD" smiles="C[C@H](C(=O)[O-])C([O-])=S" e_lumo_ha=0.2191 total_charge=-2
O 0.71 -2.29 -0.92 -0.1024
S 2.32 1.62 -0.50 0.2991
H -1.41 1.46 -0.52 0.0313
C -0.04 -1.63 -0.17 -0.7465
O -0.99 -2.03 0.52 -0.0955
H -0.87 1.21 1.08 0.0548
H 0.29 0.17 -1.38 0.0576
O 1.51 0.24 1.54 -0.1381
H -1.92 0.11 0.25 0.0538
C 1.39 0.50 0.35 -1.0258
C -1.06 0.75 0.15 -0.1036
C 0.06 -0.11 -0.40 -0.2847

***

13
Properties=species:S:1:pos:R:3:lowdin_charge:R:1 method="wB97M-V/def2-TZVPD" e_lumo_ha=-0.0082 total_charge=0
O 2.63 1.36 0.33 0.1091
C -1.80 0.12 -0.07 -0.5505
H -0.06 -0.82 1.10 0.1532
O 0.30 -0.86 -0.87 0.0440
O -2.17 0.59 -0.99 0.2485
H -3.58 0.72 0.88 0.3161
O 2.56 -0.85 0.33 0.1100
O -2.54 -0.04 1.13 -0.0285
H 0.47 0.97 -1.18 0.0957
H 1.81 -1.46 -0.35 0.2554
C 0.70 0.33 -0.54 -0.1688
C 2.09 0.32 0.02 -0.5263
C -0.41 -0.38 0.21 -0.0580

***

10
Properties=species:S:1:pos:R:3:lowdin_charge:R:1 method="wB97M-V/def2-TZVPD" smiles="CC1=CC(=O)S1" e_lumo_ha=0.0018 total_charge=0
C 3.12 0.51 0.10 -0.7779
C 0.92 -0.11 0.11 -0.2803
C 1.69 0.98 -0.06 -0.1309
S 2.76 -1.20 0.33 0.8481
H -0.80 0.21 -0.71 0.0889
C -0.46 -0.59 -0.09 -0.0504
H -0.32 -1.49 -0.47 0.0280
H -0.92 -0.66 0.95 0.1271
H 1.52 2.07 -0.26 0.1245
O 4.22 1.00 -0.03 0.0230

***

10
Properties=species:S:1:pos:R:3:lowdin_charge:R:1 method="wB97M-V/def2-TZVPD" smiles=Oc1cccs1 e_lumo_ha=0.0182 total_charge=0
H -1.89 -1.62 0.90 0.0539
H -2.05 -0.14 -1.24 0.1010
O 2.17 0.92 0.28 0.0060
S 0.35 -0.78 1.37 1.0209
C 0.96 0.35 0.23 -0.6140
C -1.19 -0.17 -0.59 -0.2307
H 0.16 1.23 -1.66 0.0936
C -0.04 0.59 -0.83 -0.0888
C -1.14 -0.95 0.52 -0.4426
H 2.67 0.57 1.02 0.1007

***

Record order is preserved below.
Max |F|: 0.036; 0.038; 0.077; 0.255; 0.108; 0.087 hartree/bohr